The following is a quantum chemistry calculation of C33H75AsBF10N9O3 as an isolated structure in a non-equilibrium geometry, from OMol25.

multiplicity = 2
HOMO-LUMO gap (alpha / beta) = 9.26 / 2.38 eV
total charge = +5
lowest unoccupied orbital energy (alpha / beta) = -0.38293 / -0.63587 Ha
<S²> = 0.756

Geometry as XYZ:
```
132
Properties=species:S:1:pos:R:3:forces:R:3
As 0.332 0.356 0.006 0.288 0.328 -0.061
F 1.723 1.377 -0.451 -0.998 -1.123 0.163
F 1.374 -0.769 -5.434 0.405 1.009 -0.420
F 1.126 0.160 1.629 -0.917 0.257 -1.441
F 1.606 -2.334 -3.680 1.159 0.571 0.543
F -0.284 0.591 -1.705 0.475 -0.829 2.512
F 0.353 -2.777 -5.395 -0.838 -0.504 -1.372
F -0.164 -1.066 -4.024 -1.181 1.331 0.142
F -1.066 -0.637 0.626 1.220 0.789 -1.013
F -0.528 1.795 0.541 0.419 -0.937 -0.251
F 1.154 -1.174 -0.476 -0.702 1.322 0.146
O -7.308 -0.332 -3.703 0.914 -0.598 -0.392
O 0.900 -6.315 -3.061 -0.504 0.835 -1.112
O -6.265 5.451 2.194 1.278 0.205 -1.270
N 4.984 2.031 1.286 1.462 3.143 -1.361
N 5.772 3.920 0.155 -2.144 -5.012 2.722
N -2.977 5.223 2.135 1.068 -0.934 0.419
N 4.460 1.071 -2.564 -1.916 -2.721 1.137
N -0.426 -4.578 -0.572 1.090 -0.502 -0.682
N -2.183 -1.486 3.664 5.427 -2.526 0.317
N -4.563 -1.142 -2.588 0.913 -1.861 0.911
N 4.554 -0.992 -1.631 0.511 2.408 -1.881
N -0.122 -2.414 3.942 -2.440 0.087 0.240
C 1.308 -2.648 4.314 0.903 1.243 0.751
C 0.947 -4.551 0.107 -0.574 0.702 0.439
C -0.796 -1.244 3.764 -0.921 -1.199 0.574
C -2.323 -2.843 3.753 0.861 -1.446 0.207
C 5.814 -0.423 -1.753 1.260 -1.885 1.930
C -3.554 4.042 1.403 -0.492 0.163 0.626
C -5.273 6.475 2.439 -0.425 -0.837 1.880
C 0.586 -6.791 -1.809 1.059 0.648 1.806
C 3.719 -0.076 -2.186 1.582 1.182 -0.643
C -0.579 -3.643 -1.778 0.441 -1.359 0.485
C -7.231 -1.174 -2.561 0.351 2.925 0.763
C -2.471 6.217 1.070 -0.164 0.992 0.284
C -4.350 -0.564 -3.974 -1.365 0.721 -0.011
C 6.130 6.333 -0.094 0.773 -0.446 -0.556
C -3.389 -0.751 -1.645 -1.287 0.191 -0.733
C -0.539 -6.020 -1.037 -0.292 -1.793 -0.725
C 4.980 0.810 2.058 1.726 -0.995 -0.461
C -1.583 -4.261 0.346 1.228 0.654 0.414
C 4.419 3.870 0.227 -3.486 -0.506 -0.172
C -5.865 -0.692 -1.840 -0.796 -1.742 -1.849
C 2.375 -1.798 3.562 -0.568 -2.157 0.066
C -1.097 -3.460 3.946 0.410 2.139 -0.441
C 6.103 2.758 0.874 -0.223 0.310 -0.258
C 3.876 2.292 -3.239 1.027 -0.468 1.581
C -1.770 4.616 2.914 -0.234 1.865 0.188
C -4.578 -2.700 -2.713 -0.123 2.425 0.002
C -3.974 5.908 3.176 -0.860 0.708 -2.297
C 3.872 2.716 0.846 2.531 2.081 -0.348
C -3.255 -0.622 3.487 -1.691 2.473 -0.123
C 4.317 -2.378 -1.176 -0.869 -0.353 1.049
C 5.787 0.851 -2.168 -1.998 0.673 -1.263
C 6.489 4.926 -0.601 0.859 1.085 0.277
C 4.262 -2.519 0.376 -0.252 -0.144 0.789
B 0.841 -1.774 -4.661 0.485 -2.378 1.083
H 3.387 -2.672 -1.663 -0.176 0.010 0.298
H -0.360 -2.599 -1.555 -0.093 -0.218 0.364
H -5.157 -0.793 -4.670 -0.489 -0.412 0.638
H -4.227 -1.114 3.455 0.337 -0.449 0.162
H 1.753 -4.845 -0.566 -0.497 -0.030 -0.217
H -5.088 7.099 1.564 0.018 -0.604 -0.264
H 5.223 0.016 1.353 -0.520 -0.290 -0.012
H -2.744 3.514 0.899 -0.087 0.421 -0.426
H -3.570 -1.138 -0.643 -0.168 -0.240 -0.187
H 3.798 4.667 -0.156 0.209 -0.010 -0.192
H 5.875 0.809 2.681 -0.367 0.192 0.530
H 2.884 2.388 1.132 0.091 0.305 -0.364
H -4.748 -3.043 -1.692 -0.133 -0.461 -0.352
H -1.622 -3.849 -2.022 0.176 0.468 -0.630
H 3.992 -3.487 0.799 -0.198 -0.747 -1.102
H -4.372 4.400 0.778 0.159 -0.323 -0.082
H -5.390 -2.848 -3.424 0.181 -0.765 0.280
H 4.067 0.580 2.606 0.109 0.576 -0.218
H -2.433 -1.121 -2.015 -0.204 0.250 -0.240
H -3.447 0.336 -1.578 0.500 -0.044 -0.117
H -7.449 -2.239 -2.642 0.814 -0.208 -0.605
H 1.554 -3.705 4.213 -0.423 -0.007 -0.816
H -5.734 0.387 -1.763 -0.673 -0.087 0.012
H -1.318 5.463 3.430 0.238 0.013 -0.138
H -3.917 3.336 2.150 -0.301 0.180 0.034
H 1.759 -6.697 -3.257 0.080 0.029 -0.615
H 6.604 6.959 -0.850 -0.185 0.501 0.277
H 3.164 1.959 -3.993 0.091 0.443 0.209
H 3.527 2.915 -2.415 -0.988 -0.193 -0.255
H -4.359 5.231 3.939 0.606 -0.570 -0.261
H -3.177 -0.064 2.554 0.214 0.118 0.056
H 2.543 -0.730 3.704 -0.985 -0.107 0.019
H 6.228 4.937 -1.660 -0.381 -0.717 0.050
H 2.177 -2.152 2.551 0.699 0.932 -0.442
H -3.602 -2.974 -3.115 -0.228 -0.207 0.004
H 0.117 -4.031 -2.521 -0.251 0.152 -0.240
H -3.306 -3.281 3.665 0.123 -0.092 0.133
H 0.884 -5.258 0.933 0.107 -0.019 -0.082
H 6.442 1.698 -2.311 0.597 -0.652 -0.007
H -6.385 4.874 2.952 -0.057 0.288 0.336
H -0.276 -0.300 3.840 -0.415 0.135 -0.285
H -3.190 6.426 0.277 -0.507 -0.480 0.405
H 1.209 -3.567 0.497 -0.461 0.175 -0.112
H 5.187 -2.427 0.945 0.530 0.618 -0.681
H 1.530 -6.732 -1.268 -0.094 -0.049 0.878
H -1.483 -3.184 0.480 -0.378 0.110 0.141
H 6.543 6.572 0.886 -0.143 -0.100 -0.061
H -8.155 -0.278 -4.151 -0.390 -0.362 0.231
H -5.876 -1.200 -0.876 0.464 0.209 0.079
H -0.714 -4.465 4.046 -0.603 -0.055 0.121
H 7.550 4.681 -0.569 0.000 0.217 0.288
H 3.284 -2.268 3.938 0.287 -0.017 -0.315
H -1.448 -6.149 -1.624 -0.183 0.417 0.043
H 3.529 -1.928 0.926 -0.052 0.759 -0.717
H -1.449 -4.715 1.327 -0.030 -0.319 -0.265
H -2.546 -4.516 -0.097 0.304 -0.186 -0.125
H 5.050 6.474 -0.135 0.141 0.189 0.084
H -1.562 5.967 0.523 0.050 -0.958 0.581
H -5.794 7.134 3.133 0.639 0.415 0.342
H -1.042 4.175 2.234 -0.347 0.012 -0.106
H -8.035 -0.844 -1.904 0.126 0.038 0.616
H 7.118 2.515 1.151 -0.042 -0.193 -0.120
H 0.403 -7.866 -1.801 -0.959 -0.017 0.028
H 2.690 -0.306 -2.417 -0.024 0.427 0.122
H -2.051 3.939 3.721 -0.578 -0.145 -0.465
H -3.490 -0.930 -4.534 0.580 0.214 0.950
H -4.470 0.512 -3.844 0.757 0.065 -0.254
H 4.691 2.918 -3.603 0.100 -0.609 -0.695
H -0.674 -6.606 -0.128 -0.098 0.057 0.091
H 6.598 -1.111 -1.471 0.507 0.626 0.078
H -2.257 7.194 1.502 -0.109 -0.177 0.509
H 1.536 -2.552 5.376 -1.079 0.518 0.349
H 5.054 -3.082 -1.564 0.353 0.553 -0.192
H -3.398 6.689 3.672 0.003 0.043 -0.231
H -3.285 0.057 4.340 -0.159 0.238 -0.161
```
Positions in Å, forces in eV/Å.

Atom charges from the Mulliken analysis, given in e for atoms 1 to 4: number 1, As, carries 2.17; number 2, F, carries -0.32; number 3, F, carries -0.02; number 4, F, carries -0.39

The following is a quantum chemistry calculation of C33H75AsF6N9O3 as an isolated structure in a non-equilibrium geometry, from OMol25.

HOMO-LUMO gap = 10.30 eV
total charge = +5
lowest unoccupied orbital energy = -0.37399 Ha

Geometry as XYZ:
```
127
Properties=species:S:1:pos:R:3:forces:R:3
As 0.363 -0.601 -0.704 -0.758 -0.562 -0.238
F -0.260 0.111 -2.151 -0.169 0.329 0.068
F -1.243 -1.035 -0.192 -0.126 -0.071 -0.045
F 1.017 -1.413 0.690 0.196 0.168 0.202
F 0.150 0.872 0.199 0.297 0.171 0.017
F 0.458 -2.113 -1.567 0.340 0.087 0.062
F 1.953 -0.108 -1.178 0.275 -0.163 0.159
O 2.434 -1.045 4.927 0.009 0.226 -0.117
O -4.843 -2.663 -1.694 0.263 0.224 0.023
O -5.021 2.139 2.977 0.151 -0.263 -0.097
N 5.672 1.581 -0.856 -0.024 0.069 0.315
N 1.448 -5.299 -0.252 -1.078 0.337 -0.493
N -3.232 5.789 -0.025 -0.104 0.012 -0.118
N 2.396 -4.568 -2.046 -0.213 0.383 -0.181
N -2.850 0.002 3.689 0.158 -0.208 0.073
N -2.639 -3.384 -3.921 0.541 -0.607 0.154
N 4.157 2.174 -2.286 -0.217 -0.272 0.441
N 3.223 1.271 3.351 -1.059 0.751 -1.379
N -2.553 4.072 -1.158 0.393 0.275 -0.613
C -2.682 1.335 2.962 -0.955 -0.807 0.556
C -2.521 -4.268 -2.709 0.035 0.024 -0.511
C 1.679 -5.697 -2.399 0.471 0.200 -0.199
C -3.688 2.406 3.333 -0.056 0.809 0.128
C -4.133 -1.813 -2.578 0.115 0.115 0.251
C -1.427 -2.500 -4.039 -1.220 0.498 -0.409
C -5.384 6.339 1.162 0.355 -0.239 -0.490
C 2.476 -1.155 3.522 -0.569 -0.378 0.120
C -2.309 0.085 5.083 0.117 -0.324 -0.267
C 3.290 -3.795 -2.928 0.262 -0.504 -0.258
C -1.901 5.613 0.270 -0.322 0.018 0.400
C 3.965 2.146 2.357 0.689 -0.119 1.343
C 2.157 -4.305 -0.775 0.682 -0.702 0.970
C -4.140 6.863 0.460 0.079 0.283 0.134
C 1.014 -5.397 1.139 0.444 -0.243 0.197
C 5.584 2.953 -0.794 -0.164 0.316 -0.293
C 3.673 1.606 4.742 -0.298 -0.330 0.053
C -3.910 -2.581 -3.862 0.171 0.475 -0.126
C -3.589 4.870 -0.910 -0.380 0.000 0.487
C 1.073 -6.142 -1.278 -0.152 -0.218 0.357
C 1.785 1.671 3.150 0.407 0.254 0.083
C 1.733 2.739 -2.643 0.692 -0.641 0.609
C 4.255 -4.720 -3.681 -0.187 1.034 0.109
C -4.265 -0.516 3.757 0.209 0.072 -0.243
C 4.819 1.143 -1.771 0.020 -0.203 0.225
C 6.568 0.786 -0.026 1.411 0.618 0.064
C -2.560 3.050 -2.220 -0.936 0.007 0.369
C 3.438 -0.150 2.930 0.230 -0.615 0.152
C 2.983 2.022 -3.159 -0.389 0.337 -1.034
C 4.626 3.323 -1.680 -0.482 -0.139 -0.071
C -1.477 4.544 -0.445 0.260 -0.149 -0.020
C -2.060 -1.011 2.918 0.137 0.288 -0.091
C -2.697 -4.251 -5.145 -0.110 0.096 0.053
H -3.550 7.486 1.130 0.062 -0.037 -0.038
H 1.480 -1.031 3.080 0.033 0.179 0.023
H -0.531 -3.089 -4.189 0.000 -0.114 0.271
H 4.810 -5.343 -2.984 -0.121 -0.315 -0.136
H -3.721 2.651 4.397 0.165 -0.277 0.058
H -4.877 0.153 4.348 -0.052 -0.030 0.035
H 3.656 1.956 1.335 0.034 -0.297 0.015
H -5.983 7.195 1.461 -0.057 -0.066 0.160
H 0.381 -6.948 -1.099 0.205 -0.192 -0.098
H -2.830 -3.626 -6.025 -0.057 0.034 0.021
H 2.811 0.959 -3.302 0.021 -0.054 0.220
H -0.503 4.093 -0.519 -0.029 -0.048 0.003
H 1.123 1.071 3.765 0.047 -0.002 0.064
H -3.856 -1.897 -4.709 -0.133 -0.079 -0.052
H -1.397 -1.833 -3.179 0.310 -0.246 -0.069
H 4.157 4.272 -1.872 0.343 0.148 -0.137
H -4.387 7.468 -0.412 -0.054 0.026 0.038
H 3.782 3.189 2.610 -0.037 -0.017 0.037
H 5.007 1.923 2.582 0.158 0.179 -0.610
H 2.549 -3.529 -0.141 0.158 0.254 -0.402
H -3.191 -1.468 -2.128 0.058 -0.147 -0.056
H -1.792 -5.050 -2.914 0.092 0.100 -0.074
H 4.690 0.103 -2.013 -0.143 0.042 -0.126
H -4.644 -0.585 2.741 -0.118 0.089 0.032
H -0.029 -5.690 1.209 -0.055 0.121 -0.137
H 1.917 -1.767 5.298 0.120 -0.077 0.101
H -2.050 -1.949 3.466 -0.133 -0.064 -0.079
H 3.512 2.671 4.888 0.362 0.070 -0.040
H -1.274 0.413 5.020 -0.047 0.178 0.138
H -1.423 6.213 1.025 0.157 0.115 -0.191
H -1.755 -4.785 -5.221 -0.062 -0.141 -0.020
H 6.330 -0.270 0.018 -0.182 0.004 -0.293
H 3.730 -5.257 -4.465 0.169 -0.375 0.102
H 6.647 1.194 0.981 -0.577 0.012 0.012
H 1.744 -6.080 -3.402 -0.178 -0.156 0.043
H 3.208 2.416 -4.153 0.336 0.078 0.136
H 7.580 0.961 -0.401 -0.032 -0.548 -0.200
H -1.633 -1.911 -4.933 0.384 0.113 -0.007
H -2.320 -0.925 5.486 -0.121 0.077 0.189
H -4.217 -1.516 4.181 -0.058 0.050 0.146
H 1.189 -4.438 1.619 -0.144 0.033 0.000
H -3.326 3.332 2.860 0.013 -0.100 -0.053
H -3.540 -4.929 -5.037 0.074 -0.109 -0.087
H -3.493 -4.727 -2.561 0.017 0.050 0.365
H -2.642 3.520 -3.197 0.249 0.056 0.001
H -1.038 -0.669 2.755 -0.031 0.137 0.178
H 4.469 -0.422 3.161 0.001 0.172 0.181
H -3.484 2.500 -2.037 0.134 -0.301 -0.292
H 1.368 2.216 -1.754 0.000 0.243 0.004
H 2.014 3.760 -2.391 -0.411 0.162 -0.130
H 2.675 -3.224 -3.623 0.001 0.096 0.055
H -2.925 0.742 5.688 0.059 0.081 0.014
H -1.671 1.638 3.221 0.090 0.189 -0.408
H 3.318 -0.206 1.847 -0.044 0.178 -0.011
H -4.742 -3.271 -3.992 0.016 -0.010 -0.108
H 4.978 -4.067 -4.173 0.028 -0.129 -0.107
H 1.619 -6.152 1.640 -0.046 -0.004 0.014
H 4.705 1.285 4.846 0.074 0.246 0.100
H -5.109 2.028 2.025 -0.068 0.142 -0.044
H -5.981 5.733 0.478 -0.118 0.050 0.071
H 1.564 1.598 2.087 -0.198 -0.319 0.051
H -2.519 -1.098 1.938 -0.023 -0.285 0.019
H -1.717 2.371 -2.161 0.153 0.175 0.186
H 2.782 -2.161 3.212 0.306 0.125 -0.066
H -5.114 5.728 2.023 -0.105 0.130 0.131
H 3.860 -3.119 -2.295 -0.174 0.087 0.096
H 6.227 3.576 -0.195 0.020 -0.145 0.136
H -4.690 -0.898 -2.801 -0.201 -0.173 -0.147
H -4.599 4.772 -1.275 0.115 -0.075 -0.291
H -2.818 1.076 1.911 0.387 0.203 -0.097
H -5.085 -2.152 -0.917 -0.203 -0.138 0.051
H 1.743 2.725 3.418 -0.254 -0.067 0.200
H -2.177 -3.652 -1.885 -0.278 -0.080 0.207
H 0.952 2.697 -3.396 0.084 0.211 -0.120
H 3.051 1.069 5.449 0.065 -0.136 -0.056
```
Positions in Å, forces in eV/Å.

Atom charges from the Mulliken analysis, given in e for atoms 1 to 4: number 1, As, carries 2.39; number 2, F, carries -0.48; number 3, F, carries -0.61; number 4, F, carries -0.55

Q: What is the total charge in the first record?
A: +5

Q: total charge of number 1 (C33H75AsBF10N9O3)?
A: +5